An isolated molecule of C23H27FO4 at a distorted geometry. Source: OMol25; level of theory: ωB97M-V/def2-TZVPD.

Geometry as ORCA input:
```
! RIJCOSX wB97M-V def2-TZVPD def2/J DEFGRID3
* xyz 0 1
C 3.494 2.111 -2.039
C 3.221 0.790 -1.377
O 1.802 0.797 -1.140
C 1.318 -0.387 -0.777
C -0.199 -0.484 -0.633
C -0.652 -1.682 -1.561
C -0.547 -3.045 -0.922
C 0.079 -1.631 -2.888
C -0.866 0.774 -1.249
O -0.401 1.886 -1.372
O -2.161 0.527 -1.611
C -2.783 1.552 -2.447
C -3.183 2.775 -1.671
O 2.056 -1.360 -0.630
H 4.568 2.243 -2.188
H 3.026 2.143 -3.029
H 3.127 2.950 -1.433
H 3.506 -0.059 -2.020
H 3.740 0.705 -0.412
H -1.720 -1.506 -1.749
H -1.285 -3.169 -0.125
H -0.764 -3.786 -1.700
H 0.458 -3.241 -0.528
H 0.054 -0.631 -3.332
H 1.119 -1.974 -2.798
H -0.435 -2.312 -3.573
H -2.068 1.814 -3.235
H -3.658 1.054 -2.871
H -3.726 3.459 -2.327
H -3.838 2.523 -0.832
H -2.291 3.294 -1.315
F 1.900 -4.572 3.957
C 1.292 -3.607 3.189
C -0.098 -3.632 3.042
C -0.694 -2.604 2.304
C 0.062 -1.600 1.679
C -0.637 -0.535 0.808
C -0.592 0.866 1.449
C -1.705 1.702 1.250
C -1.740 3.001 1.755
C -0.692 3.446 2.574
C 0.373 2.589 2.860
C 0.415 1.298 2.309
C 1.442 -1.599 1.902
C 2.083 -2.614 2.622
H -0.690 -4.430 3.493
H -1.780 -2.592 2.202
H -1.709 -0.801 0.756
H -2.576 1.303 0.720
H -2.575 3.657 1.489
H -0.727 4.450 3.006
H 1.190 2.905 3.512
H 1.221 0.634 2.607
H 2.076 -0.783 1.562
H 3.170 -2.611 2.738
*
```

Calculated values
SMILES: CCOC(=O)C(C(=O)OCC)(C(C)C)[C@H](c1ccccc1)c1ccc(F)cc1
Kohn-Sham gap: 9.5832 eV
M: 386.5 Da
Highest occupied orbital energy: -8.866 eV

***

A structure of composition C31H30FNO3PPdS2SiTe at a distorted geometry. Source: OMol25; level of theory: ωB97M-V/def2-TZVPD.

Geometry as ORCA input:
```
! RIJCOSX wB97M-V def2-TZVPD def2/J DEFGRID3
* xyz -1 1
Pd -0.568 0.964 -0.979
C 1.691 4.304 -0.673
Si 0.364 3.561 0.438
C -0.164 4.984 1.550
C 1.132 2.288 1.589
N -0.900 2.845 -0.509
C -2.179 3.286 -0.783
C -2.927 4.092 0.095
C -4.213 4.525 -0.189
C -4.839 4.167 -1.373
C -4.128 3.390 -2.276
C -2.845 2.989 -1.983
F -2.183 2.313 -2.956
H 1.951 5.318 -0.354
H 1.335 4.345 -1.701
H 2.606 3.708 -0.676
H -0.677 5.778 1.005
H 0.749 5.409 1.975
H -0.806 4.662 2.374
H 1.049 2.600 2.634
H 2.190 2.127 1.369
H 0.625 1.328 1.493
H -2.487 4.358 1.042
H -4.732 5.141 0.536
H -5.850 4.482 -1.593
H -4.549 3.088 -3.227
O -2.465 -0.517 -1.629
S -2.987 -0.456 -0.267
O -4.377 -0.121 -0.137
O -2.062 0.332 0.610
C -2.724 -2.119 0.268
C -3.797 -2.968 0.482
C -3.563 -4.287 0.844
C -2.260 -4.743 0.973
C -1.193 -3.887 0.734
C -1.402 -2.560 0.375
P 0.068 -1.423 0.132
C 0.644 -1.350 1.861
C 1.991 -1.134 2.149
C 2.420 -0.980 3.458
C 1.502 -1.011 4.499
C 0.154 -1.180 4.218
C -0.274 -1.347 2.908
C 1.170 -2.614 -0.718
C 2.118 -3.439 -0.120
C 2.868 -4.320 -0.889
C 2.678 -4.382 -2.261
C 1.743 -3.553 -2.866
C 1.000 -2.668 -2.101
H -4.798 -2.575 0.369
H -4.394 -4.955 1.030
H -2.069 -5.768 1.266
H -0.183 -4.265 0.828
H 2.709 -1.071 1.341
H 3.471 -0.817 3.662
H 1.834 -0.889 5.522
H -0.575 -1.173 5.019
H -1.331 -1.450 2.700
H 2.275 -3.402 0.951
H 3.603 -4.957 -0.412
H 3.263 -5.069 -2.860
H 1.601 -3.582 -3.938
H 0.286 -2.003 -2.577
Te 0.942 1.437 -2.927
C 2.666 0.329 -2.476
C 3.439 -0.370 -3.361
C 4.564 -1.003 -2.755
C 4.630 -0.774 -1.415
S 3.334 0.223 -0.903
H 3.200 -0.443 -4.413
H 5.278 -1.611 -3.293
H 5.362 -1.138 -0.712
*
```

Calculated values
Kohn-Sham gap: 6.4864 eV
M: 840.8 Da
Highest occupied orbital energy: -4.163 eV

***

A cluster of 3 separate species, C2H3Cl2NO2 in total at a distorted geometry. Source: OMol25; level of theory: ωB97M-V/def2-TZVPD.

Geometry as ORCA input:
```
! RIJCOSX wB97M-V def2-TZVPD def2/J DEFGRID3
* xyz 0 1
C 0.881 -0.758 -4.106
C -0.803 -0.695 -0.108
N -1.464 -0.407 0.887
O 1.809 -1.068 -3.513
O -0.046 -0.452 -4.703
Cl -0.336 0.387 -1.420
Cl 2.003 0.746 1.245
H -1.778 0.552 1.004
H 2.014 1.188 0.046
H -0.435 -1.699 -0.266
*
```

Calculated values
SMILES: [H]/N=C\Cl.O=C=O.Cl
Kohn-Sham gap: 11.3639 eV
M: 144.0 Da
Highest occupied orbital energy: -10.919 eV

***

A cluster of 2 separate species, C4H7NO in total. Source: OMol25; level of theory: ωB97M-V/def2-TZVPD.

Geometry as ORCA input:
```
! RIJCOSX wB97M-V def2-TZVPD def2/J DEFGRID3
* xyz 0 1
C 1.596 1.213 -0.113
C 0.923 0.242 -1.038
C -1.279 -1.777 0.227
N -1.478 -0.643 0.765
C -1.499 0.486 1.246
O -0.024 0.501 -1.744
H 2.627 1.385 -0.449
H 1.045 2.154 -0.087
H 1.642 0.784 0.894
H 1.351 -0.785 -1.035
H -1.128 -1.826 -0.847
H -1.283 -2.671 0.842
H -2.493 0.938 1.340
*
```

Calculated values
Kohn-Sham gap: 9.4006 eV
M: 85.1 Da
Highest occupied orbital energy: -8.356 eV

***

A structure of composition C34H33Br37F8N4O5P at a distorted geometry. Source: OMol25; level of theory: ωB97M-V/def2-TZVPD.

Geometry as ORCA input:
```
! RIJCOSX wB97M-V def2-TZVPD def2/J DEFGRID3
* xyz 1 1
N 3.069 -1.781 1.852
C 3.463 -2.786 1.453
O 3.876 -3.902 0.806
C 4.650 -3.795 -0.363
N 4.685 -5.260 -0.791
C 3.768 -5.923 -0.240
O 2.848 -6.567 0.021
C 4.194 -3.120 -1.749
C 3.149 -1.929 -1.636
C 1.694 -2.557 -1.284
C 0.904 -1.356 -0.595
C 0.108 -1.487 0.642
C -0.571 -0.320 1.273
C -0.465 1.057 0.676
C 0.313 1.205 -0.594
C 0.989 0.017 -1.206
C 5.560 -2.941 -2.614
C 5.222 -1.926 -3.808
C 4.091 -2.366 -4.805
O 3.038 -2.875 -4.560
Br 4.457 -2.025 -6.732
C 5.910 -4.241 -3.444
F 6.579 -3.998 -4.648
F 6.701 -5.208 -2.837
F 4.797 -5.000 -3.812
N 6.541 -2.449 -1.550
C 6.408 -1.135 -0.891
C 6.482 0.264 -1.812
C 7.492 1.434 -1.148
O 7.738 0.565 -2.485
P 8.377 -2.417 -1.991
N 9.146 -3.947 -1.889
O 8.528 -2.060 -3.654
C 6.223 -3.348 -0.344
C 6.982 -3.262 1.026
F 6.597 -4.494 1.629
F 8.373 -3.475 0.920
C 6.781 -2.180 2.133
F 8.019 -1.564 2.380
F 5.897 -1.157 2.007
F 6.490 -2.792 3.353
H 3.487 -3.931 -2.117
H 3.344 -1.183 -0.816
H 2.946 -1.354 -2.575
H 1.771 -3.437 -0.585
H 1.125 -2.799 -2.222
H -0.018 -2.470 1.162
H -1.192 -0.394 2.216
H -0.928 1.973 1.118
H 0.433 2.203 -1.108
H 1.577 0.165 -2.152
H 6.112 -1.616 -4.419
H 4.806 -0.934 -3.433
H 5.411 -0.992 -0.395
H 7.292 -0.885 -0.224
H 5.486 0.671 -2.275
H 8.104 2.202 -1.702
H 6.548 2.122 -1.210
H 9.364 -4.347 -2.814
H 8.733 -4.632 -1.257
H 9.188 -1.326 -3.639
H 6.643 -4.374 -0.635
C 1.600 2.267 4.193
Br 1.704 3.985 3.307
Br 0.692 0.950 3.091
Br 3.343 1.647 4.770
H 1.001 2.406 5.089
C 3.082 1.863 -8.174
Br 1.879 0.752 -9.202
Br 2.728 1.738 -6.272
Br 4.936 1.489 -8.587
H 2.891 2.893 -8.464
C -3.914 1.090 3.341
Br -3.451 -0.705 2.776
Br -2.698 1.758 4.692
Br -4.055 2.299 1.838
H -4.897 1.035 3.800
C -4.947 5.920 0.584
Br -5.185 7.617 -0.312
Br -4.960 4.440 -0.668
Br -3.363 5.912 1.698
H -5.801 5.785 1.244
C -8.748 4.229 2.446
Br -8.960 5.927 1.543
Br -8.764 2.744 1.207
Br -7.173 4.205 3.570
H -9.606 4.107 3.100
C -10.179 5.274 6.443
Br -10.115 6.968 5.512
Br -11.058 3.909 5.383
Br -8.426 4.703 7.030
H -10.782 5.422 7.334
C 0.395 5.631 -8.375
Br -0.801 4.514 -9.405
Br 0.050 5.497 -6.476
Br 2.252 5.271 -8.794
H 0.199 6.660 -8.663
C -3.799 -4.770 4.958
Br -3.975 -5.237 3.087
Br -2.064 -4.003 5.346
Br -5.239 -3.621 5.549
H -3.873 -5.693 5.525
C -14.479 3.199 3.603
Br -14.567 1.317 3.157
Br -13.780 4.250 2.137
Br -16.183 3.871 4.224
H -13.779 3.298 4.427
C -5.810 8.202 6.565
Br -4.702 9.500 5.650
Br -7.335 9.032 7.418
Br -6.341 6.756 5.391
H -5.203 7.766 7.353
C -11.713 -1.524 2.650
Br -11.246 -3.319 2.099
Br -10.496 -0.844 3.994
Br -11.857 -0.323 1.141
H -12.696 -1.578 3.110
C 0.136 -6.095 -3.679
Br 1.201 -7.620 -3.143
Br -1.125 -5.577 -2.304
Br 1.245 -4.607 -4.229
H -0.444 -6.400 -4.546
*
```

Calculated values
Kohn-Sham gap: 6.5731 eV
M: 3717.1 Da
Highest occupied orbital energy: -10.198 eV

***

An isolated molecule of C21H22N2O6S2. Source: OMol25; level of theory: ωB97M-V/def2-TZVPD.

Geometry as ORCA input:
```
! RIJCOSX wB97M-V def2-TZVPD def2/J DEFGRID3
* xyz 0 1
C -3.280 0.759 3.185
O -3.855 0.160 2.048
C -3.386 0.638 0.807
C -2.171 -0.122 0.254
N -0.957 0.141 0.995
C -0.244 1.247 0.728
N -0.641 2.131 -0.133
C 0.272 3.074 -0.458
O 1.305 3.277 0.161
C -0.083 3.774 -1.755
C 0.615 3.003 -2.863
H 1.696 3.030 -2.749
H 0.324 3.353 -3.851
S 0.171 1.222 -2.822
O -1.261 1.070 -2.780
O 0.943 0.531 -1.823
C 0.746 0.684 -4.439
C -0.115 0.750 -5.519
C 0.344 0.378 -6.772
C 1.653 -0.049 -6.928
C 2.507 -0.115 -5.838
C 2.051 0.256 -4.583
H 2.681 0.204 -3.709
H 3.523 -0.455 -5.964
H 2.010 -0.338 -7.906
H -0.318 0.420 -7.623
H -1.131 1.074 -5.355
H -1.162 3.724 -1.895
H 0.261 4.810 -1.740
S 1.261 1.325 1.612
C 0.870 -0.217 2.357
C 1.611 -0.925 3.281
C 1.108 -2.129 3.767
C -0.130 -2.606 3.324
C -0.871 -1.904 2.397
C -0.366 -0.704 1.903
H -1.832 -2.272 2.077
H -0.505 -3.536 3.721
C 1.915 -2.868 4.764
O 2.983 -2.498 5.188
O 1.330 -4.012 5.158
C 2.050 -4.772 6.116
H 1.447 -5.651 6.323
H 2.204 -4.188 7.026
H 3.025 -5.059 5.717
H 2.563 -0.563 3.634
H -2.003 0.210 -0.775
H -2.365 -1.195 0.273
H -3.145 1.706 0.862
H -4.212 0.497 0.105
H -3.322 1.852 3.120
H -3.875 0.426 4.034
H -2.240 0.453 3.341
*
```

Calculated values
SMILES: COCCn1/c(=N/C(=O)CCS(=O)(=O)c2ccccc2)sc2cc(C(=O)OC)ccc21
Kohn-Sham gap: 8.7161 eV
M: 462.5 Da
Highest occupied orbital energy: -8.341 eV

***

A structure of composition AgH8O6. Source: OMol25; level of theory: ωB97M-V/def2-TZVPD.

Geometry as ORCA input:
```
! RIJCOSX wB97M-V def2-TZVPD def2/J DEFGRID3
* xyz -2 2
Ag 0.229 -0.029 0.141
O -2.286 -1.164 -2.446
H -2.808 -0.366 -2.657
O 2.917 1.718 2.245
H 2.828 2.684 2.131
O -1.525 -2.337 2.332
H -0.795 -2.361 2.981
O 1.535 2.267 -2.476
H 1.365 2.202 -3.435
O -3.123 2.416 0.683
H -3.155 3.352 0.878
H -4.029 2.180 0.485
O 2.723 -3.254 -0.114
H 3.494 -3.100 -0.660
H 2.632 -4.206 -0.089
*
```

Calculated values
Kohn-Sham gap (spin up / spin down): 5.2027 / 3.1075 eV
M: 211.9 Da
⟨S²⟩: 0.821
Highest occupied orbital energy (spin up / spin down): -0.395 / -0.382 eV

***

An isolated molecule of C3H6P2S3 at a distorted geometry. Source: OMol25; level of theory: ωB97M-V/def2-TZVPD.

Geometry as ORCA input:
```
! RIJCOSX wB97M-V def2-TZVPD def2/J DEFGRID3
* xyz 0 1
C -0.829 0.011 0.417
C -1.558 -0.278 -0.892
C 2.059 -0.478 0.660
P 0.549 -1.235 0.716
P -1.166 -3.268 -1.682
S -2.519 -1.878 -0.866
S 0.292 -2.986 1.450
S -1.967 -4.947 -1.109
H -0.353 0.895 0.198
H -1.563 0.019 1.165
H -2.437 0.543 -0.918
H -0.999 -0.241 -1.891
H 2.210 0.624 0.549
H 2.757 -1.197 0.817
*
```

Calculated values
SMILES: C=P(=S)CCSP=S
Kohn-Sham gap: 7.4211 eV
M: 200.2 Da
Highest occupied orbital energy: -8.627 eV

***

A structure of composition CH4N4O at a distorted geometry. Source: OMol25; level of theory: ωB97M-V/def2-TZVPD.

Geometry as ORCA input:
```
! RIJCOSX wB97M-V def2-TZVPD def2/J DEFGRID3
* xyz 0 1
C -0.670 -0.455 0.673
N 1.054 1.417 -2.036
N -0.531 -0.886 -1.665
N 0.792 1.154 -0.960
N -0.438 -0.212 -0.747
O 0.564 -0.378 1.395
H -1.319 0.378 0.960
H -1.234 -1.360 0.928
H 0.975 1.589 -0.144
H 0.807 -1.248 1.597
*
```

Calculated values
Kohn-Sham gap: 7.5464 eV
M: 88.1 Da
Highest occupied orbital energy: -7.099 eV

***

A structure of composition C13H19ClNdOSi at a distorted geometry. Source: OMol25; level of theory: ωB97M-V/def2-TZVPD.

Geometry as ORCA input:
```
! RIJCOSX wB97M-V def2-TZVPD def2/J DEFGRID3
* xyz -1 4
C -1.460 -0.622 -1.603
C -0.554 -0.604 -2.718
C -0.232 0.770 -2.947
H -0.178 -1.494 -3.231
C -0.744 1.578 -1.888
C -1.595 0.710 -1.126
H -2.258 1.091 -0.336
H -1.873 -1.530 -1.150
H 0.242 1.130 -3.850
H -0.621 2.649 -1.682
Nd 1.081 -0.177 -0.623
Cl 1.160 -2.678 -0.029
C 3.630 -0.194 -0.746
C 3.287 1.154 -1.097
C 2.659 1.125 -2.388
H 3.462 2.054 -0.512
C 2.567 -0.248 -2.809
C 3.159 -1.066 -1.792
H 3.162 -2.158 -1.783
H 4.175 -0.514 0.159
H 2.406 1.989 -2.979
H 2.167 -0.615 -3.748
C -2.557 -1.176 1.761
Si -1.155 -0.008 2.371
C -2.098 1.577 2.804
C -0.673 -0.951 3.982
O 0.047 0.258 1.333
H -3.276 -1.249 2.575
H -2.137 -2.175 1.576
H -3.079 -0.780 0.895
H -2.787 1.291 3.617
H -1.424 2.371 3.137
H -2.683 1.921 1.943
H -0.402 -1.985 3.717
H 0.139 -0.446 4.525
H -1.557 -1.000 4.643
*
```

Calculated values
Kohn-Sham gap (spin up / spin down): 7.0431 / 7.1193 eV
M: 399.1 Da
⟨S²⟩: 3.753
Highest occupied orbital energy (spin up / spin down): -4.319 / -4.396 eV

***

An isolated molecule of C2H4F2 at a distorted geometry. Source: OMol25; level of theory: ωB97M-V/def2-TZVPD.

Geometry as ORCA input:
```
! RIJCOSX wB97M-V def2-TZVPD def2/J DEFGRID3
* xyz 0 1
C 0.657 0.219 0.252
C -0.652 -0.271 -0.244
H 0.425 0.716 1.173
H 1.012 1.006 -0.415
H -0.433 -0.735 -1.207
H -1.107 -1.002 0.434
F 1.645 -0.719 0.470
F -1.546 0.787 -0.464
*
```

Calculated values
SMILES: FCCF
Kohn-Sham gap: 13.1178 eV
M: 66.0 Da
Highest occupied orbital energy: -11.948 eV